Record 1
20
Properties=species:S:1:pos:R:3 method="wB97M-V/def2-TZVPD" total_charge=+1 gap_ha="0.2517 / 0.3494" multiplicity=3 max_force_ev_per_a=4.781
C -2.989 -0.126 -0.018
C -2.267 -0.914 0.805
C -2.381 0.875 -0.795
C -0.894 -0.819 0.909
C -0.996 0.923 -0.706
C 2.179 -1.702 -0.866
C 1.435 2.047 0.770
C 2.212 -0.479 -0.291
C 1.152 0.338 0.104
N -0.276 0.101 0.108
H -4.006 -0.184 0.076
H -2.937 -1.506 1.299
H -2.779 1.491 -1.639
H -0.392 -1.544 1.539
H -0.386 1.617 -1.188
H 3.031 -2.182 -1.195
H 1.311 -2.196 -0.996
H 0.670 2.758 0.660
H 2.496 2.337 0.934
H 3.147 -0.108 -0.206



Record 2
23
Properties=species:S:1:pos:R:3 method="wB97M-V/def2-TZVPD" total_charge=0 gap_ha=0.2104 max_force_ev_per_a=13.852
C 2.046 -1.010 0.647
O 2.104 -0.331 -0.668
C 2.289 1.068 -0.606
C 1.346 1.650 0.442
O 0.024 1.468 -0.057
C -1.020 1.681 0.863
C -2.213 0.892 0.376
O -1.814 -0.461 0.255
C -2.848 -1.335 -0.141
Rb 0.266 -1.064 -0.415
H 2.536 -1.987 0.482
H 2.817 -0.537 1.279
H 2.235 1.563 -1.586
H 3.316 1.240 -0.230
H 1.558 2.722 0.579
H -1.279 2.750 0.932
H -0.725 1.330 1.867
H -2.551 1.266 -0.605
H -3.043 0.984 1.096
H -2.501 -2.360 0.031
H -3.753 -1.157 0.460
H -3.084 -1.200 -1.209
H 1.731 0.997 1.436



Record 3
20
Properties=species:S:1:pos:R:3 method="wB97M-V/def2-TZVPD" total_charge=-1 gap_ha=0.2672 max_force_ev_per_a=4.297
S -0.333 0.974 -2.574
H -0.368 2.319 -2.189
H 0.730 -0.841 0.786
H 2.361 -0.977 0.905
O 1.666 -0.570 1.354
H -1.311 -1.033 0.128
H -0.277 -0.258 -0.986
O -0.355 -1.099 -0.243
H 1.428 0.901 1.930
H 2.408 1.054 3.235
O 1.696 1.503 2.702
H -2.865 0.476 2.829
H -1.600 0.053 2.061
O -2.464 -0.293 2.380
H 1.323 -3.361 -3.468
H 0.610 -2.583 -4.317
O 1.196 -3.412 -4.378
H -1.047 2.223 1.724
H -0.330 2.056 3.086
O -1.205 1.920 2.618



Record 4
50
Properties=species:S:1:pos:R:3 method="wB97M-V/def2-TZVPD" total_charge=-1 gap_ha="0.2564 / 0.2572" multiplicity=3 max_force_ev_per_a=2.878
N 13.452 -20.111 9.655
H 14.029 -19.477 10.222
H 13.774 -21.078 9.864
H 13.815 -19.844 8.734
H 12.449 -20.024 9.780
V 18.408 -23.635 9.315
N 18.743 -21.298 11.800
O 18.766 -22.053 10.785
O 18.489 -20.093 11.660
O 18.909 -21.777 12.933
N 15.866 -22.816 9.894
O 16.595 -22.516 8.915
O 14.839 -22.230 10.209
O 16.399 -23.690 10.569
N 19.964 -25.017 11.057
O 18.709 -24.970 10.913
O 20.479 -24.348 10.147
O 20.535 -25.620 11.934
N 19.163 -20.766 7.747
O 18.647 -20.016 8.574
O 19.700 -20.361 6.716
O 19.129 -22.029 7.938
N 18.228 -25.739 7.577
O 18.192 -26.681 6.828
O 17.384 -25.495 8.489
O 19.083 -24.819 7.577
Cl 11.508 -25.071 10.259
C 12.153 -24.232 11.706
C 11.984 -25.076 12.952
Cl 10.260 -25.318 13.412
H 11.773 -23.225 11.870
H 13.228 -24.100 11.568
H 12.466 -24.645 13.829
H 12.407 -26.074 12.878
Cl 16.588 -18.638 13.989
C 16.434 -20.383 14.342
C 15.833 -21.095 13.156
Cl 14.182 -20.603 12.717
H 15.870 -20.461 15.271
H 17.446 -20.690 14.598
H 15.815 -22.177 13.289
H 16.438 -20.962 12.260
Cl 14.288 -27.602 11.908
C 15.975 -27.068 11.479
C 16.993 -28.117 11.858
Cl 17.037 -28.411 13.626
H 16.111 -26.158 12.058
H 16.046 -26.766 10.435
H 17.961 -27.720 11.553
H 16.839 -29.031 11.289



Record 5
9
Properties=species:S:1:pos:R:3 method="wB97M-V/def2-TZVPD" total_charge=0 gap_ha=0.3755 max_force_ev_per_a=3.223
N 2.263 -0.508 1.133
N 2.001 -0.174 -0.017
O -2.930 -0.435 0.621
O -1.183 -0.822 -1.055
F -1.968 1.364 -0.934
S -1.672 0.060 0.127
H -0.469 -0.528 -1.571
H 2.239 0.242 1.829
H 1.720 0.801 -0.134



Record 6
107
Properties=species:S:1:pos:R:3 method="wB97M-V/def2-TZVPD" total_charge=-1 gap_ha="0.2413 / 0.3124" multiplicity=5 max_force_ev_per_a=5.110
Cr -11.044 9.142 19.260
S -11.939 11.364 20.606
O -11.075 11.266 19.456
O -11.272 12.017 21.706
O -13.065 12.240 20.286
O -12.261 9.972 20.860
O -11.255 7.151 19.488
H -12.210 6.950 19.518
C -10.610 3.476 22.542
C -11.129 4.828 22.013
O -10.116 5.389 21.291
H -10.019 2.947 21.794
H -11.427 2.813 22.829
H -9.999 3.575 23.439
H -11.374 5.456 22.870
H -12.094 4.765 21.510
H -10.475 5.970 20.616
C -7.061 6.746 15.597
C -8.179 5.873 16.172
O -9.273 6.661 16.540
H -6.690 7.436 16.355
H -7.403 7.219 14.677
H -6.258 6.044 15.372
H -7.806 5.334 17.043
H -8.581 5.104 15.512
H -9.892 6.064 16.965
C -15.771 6.890 21.782
C -14.357 7.408 21.391
O -14.139 8.615 22.070
H -16.515 7.638 21.508
H -15.902 6.728 22.852
H -15.998 5.946 21.285
H -14.371 7.626 20.324
H -13.577 6.678 21.608
H -13.397 9.061 21.656
C -11.864 14.919 16.428
C -11.723 13.435 16.937
O -11.020 13.493 18.164
H -10.963 15.529 16.494
H -12.568 15.558 16.960
H -12.175 15.056 15.392
H -11.205 12.767 16.249
H -12.738 13.064 17.081
H -10.995 12.632 18.589
C -7.805 11.709 22.182
C -7.692 12.435 20.887
O -7.382 11.545 19.874
H -8.637 11.006 22.128
H -7.947 12.433 22.984
H -6.862 11.242 22.465
H -6.867 13.141 20.995
H -8.546 13.066 20.640
H -7.288 12.023 19.046
C -14.300 8.216 16.540
C -13.001 8.970 16.670
O -12.822 9.383 17.982
H -15.089 8.863 16.921
H -14.383 7.314 17.147
H -14.573 7.994 15.508
H -13.037 9.861 16.043
H -12.179 8.383 16.260
H -13.619 9.827 18.282
C -13.500 4.611 18.455
C -12.169 4.178 17.929
O -11.392 5.272 17.542
H -13.968 5.289 17.741
H -13.422 5.107 19.422
H -14.194 3.785 18.616
H -12.103 3.423 17.145
H -11.651 3.606 18.698
H -11.377 5.908 18.261
C -9.168 10.420 15.399
C -8.972 10.169 16.916
O -9.908 9.169 17.340
H -8.808 9.547 14.854
H -8.605 11.301 15.094
H -10.228 10.584 15.205
H -9.135 11.075 17.500
H -7.927 9.905 17.079
H -9.672 8.343 16.911
C -8.794 7.971 22.174
C -8.313 8.271 20.808
O -9.036 9.231 20.105
H -8.512 8.738 22.895
H -8.411 6.985 22.439
H -9.877 7.909 22.284
H -8.282 7.403 20.150
H -7.280 8.612 20.882
H -8.532 10.041 19.997
C -11.305 9.106 25.647
C -11.565 9.857 24.364
O -10.397 10.574 23.995
H -11.157 9.756 26.510
H -10.416 8.478 25.587
H -12.177 8.531 25.957
H -12.377 10.566 24.526
H -11.872 9.190 23.559
H -10.598 11.110 23.223
C -17.136 11.888 19.216
C -16.094 10.897 19.738
O -14.880 11.087 18.980
H -18.066 11.744 19.765
H -17.330 11.780 18.148
H -16.793 12.921 19.272
H -16.462 9.871 19.730
H -15.908 11.176 20.775
H -14.274 11.618 19.502



Record 7
15
Properties=species:S:1:pos:R:3 method="wB97M-V/def2-TZVPD" total_charge=0 gap_ha=0.3998 max_force_ev_per_a=0.483
N 2.326 -0.954 -0.979
C 1.694 -0.125 -0.283
O 1.457 1.194 -0.159
C 0.775 0.190 0.770
N -0.599 -0.044 0.667
C -1.549 1.023 0.902
C -1.345 0.465 -0.465
H 2.867 -0.485 -1.707
H 0.202 -2.531 -0.646
H -0.485 -2.658 -0.387
H 1.127 0.294 1.793
H -2.425 0.733 1.477
H -1.167 2.025 1.093
H -2.067 -0.223 -0.902
H -0.809 1.096 -1.173



Record 8
10
Properties=species:S:1:pos:R:3 method="wB97M-V/def2-TZVPD" total_charge=+1 gap_ha=0.2301 max_force_ev_per_a=5.191
C -2.830 -0.491 0.354
N 1.031 0.943 -0.479
N 0.224 1.531 -0.045
N -2.275 0.534 0.140
N -3.175 -1.620 0.564
Br 4.741 -0.361 0.332
H 1.827 0.599 -1.111
H -2.306 1.561 0.279
H -3.318 -2.591 0.258
H 6.082 -0.105 -0.292



Record 9
21
Properties=species:S:1:pos:R:3 method="wB97M-V/def2-TZVPD" total_charge=+1 gap_ha=0.3980 max_force_ev_per_a=4.495
C -2.445 -0.493 0.326
C -1.098 -0.879 -0.419
C -0.269 0.398 -0.173
C 1.249 0.463 -0.632
N 2.256 0.837 0.208
O 1.363 0.080 -1.825
N -1.307 -0.817 -1.989
H -3.214 -1.243 0.595
H -3.049 0.118 -0.350
H -2.302 -0.102 1.336
H -0.645 -1.845 -0.222
H -0.906 1.253 -0.516
H -0.344 0.553 1.007
H 1.991 0.853 1.214
H 3.201 0.594 -0.054
H -2.175 -0.372 -2.323
H -1.478 -1.698 -2.405
H -0.465 -0.332 -2.299
H 0.853 1.334 3.952
H 0.879 -0.172 4.258
O 0.686 0.419 3.533



Record 10
26
Properties=species:S:1:pos:R:3 method="wB97M-V/def2-TZVPD" total_charge=0 smiles="O=C(O)c1cc2c3cc([N+](=O)[O-])c(Cl)cc3nc(O)n2n1" gap_ha=0.2959 max_force_ev_per_a=13.638
O 1.118 -3.655 2.629
O 4.077 1.604 -1.237
O 3.289 3.642 -1.638
Cl 1.012 3.318 -3.703
N -1.792 -1.922 1.501
N -2.268 1.051 -0.621
O -1.003 -4.383 2.608
O -3.727 -0.448 -0.005
C -0.125 -3.459 2.487
C -0.527 -2.149 1.956
C -2.589 -0.156 0.087
C 0.414 -1.104 1.584
C -0.300 -0.322 0.802
C -0.504 2.009 -2.106
C 1.485 1.089 -0.294
C 0.808 2.334 -2.322
C -0.888 1.358 -0.938
C 0.095 0.803 -0.129
C 1.841 1.961 -1.373
N -1.616 -0.719 0.879
N 3.158 2.433 -1.473
H -0.440 -5.150 2.793
H -4.158 0.116 -0.592
H 1.589 -0.940 1.672
H -1.240 2.129 -2.823
H 2.290 0.560 0.257



Record 11
19
Properties=species:S:1:pos:R:3 method="wB97M-V/def2-TZVPD" total_charge=0 gap_ha="0.1458 / 0.2460" multiplicity=3 max_force_ev_per_a=5.300
C -0.399 -0.473 -1.183
C -0.459 -0.722 0.312
C 0.675 0.057 -0.299
C -1.334 0.514 -1.778
C -0.318 -2.066 0.977
C 1.219 1.912 1.265
O 0.760 1.415 0.001
Cl 2.258 -0.645 -0.483
H -0.014 -1.296 -1.773
H -1.156 -0.082 0.776
H -2.103 0.501 -1.099
H -1.516 0.220 -2.809
H -0.823 1.501 -1.906
H 0.175 -1.794 1.885
H 0.303 -2.590 0.354
H -1.310 -2.498 0.909
H 1.514 2.972 1.142
H 2.120 1.299 1.662
H 0.408 1.776 2.049



Record 12
32
Properties=species:S:1:pos:R:3 method="wB97M-V/def2-TZVPD" total_charge=0 gap_ha="0.2622 / 0.2362" max_force_ev_per_a=4.816
C 2.673 -0.052 0.620
C 0.328 -2.389 -0.222
C 2.727 -1.121 -0.071
C -2.106 -1.134 -0.337
C 1.565 0.275 1.502
C 0.313 0.813 0.711
C 3.547 -1.842 -1.165
C -2.876 -0.044 -0.852
C -2.747 -1.813 0.782
C -0.690 2.938 -0.351
C 0.532 1.972 -0.227
S -0.381 -0.918 -0.160
H 3.385 0.678 0.500
H 0.247 -2.873 0.698
H 1.258 -0.708 2.001
H 1.982 1.046 2.190
H -0.599 0.922 1.454
H 4.474 -1.212 -1.114
H 2.987 -1.749 -2.058
H 3.590 -2.999 -1.006
H -2.552 0.370 -1.776
H -4.004 -0.381 -1.082
H -3.006 0.659 -0.070
H -3.124 -1.258 1.652
H -2.006 -2.452 1.114
H -3.574 -2.386 0.463
H -0.871 3.325 0.627
H -1.632 2.462 -0.595
H -0.489 3.580 -1.162
H 1.387 2.502 0.237
H 0.755 1.691 -1.186
H -0.347 -0.284 -1.403